Entry 1:
{"formula": "C12H26GaNO9PS", "method": "wB97M-V/def2-TZVPD", "elements": ["O", "H", "O", "H", "H", "H", "H", "C", "H", "H", "C", "H", "O", "H", "C", "H", "C", "P", "O", "H", "O", "Ga", "S", "C", "N", "O", "H", "C", "C", "H", "C", "H", "O", "H", "O", "H", "H", "H", "H", "C", "H", "C", "H", "H", "C", "H", "H", "H", "O", "H", "C"], "positions_angstrom": [[-7.220308, -0.405191, 1.438796], [6.658262, -0.889368, 0.026563], [-5.087431, 0.164421, 2.075487], [-8.257434, 0.905150, 4.798925], [-3.531352, -0.177398, 0.788870], [2.105676, -2.774664, 1.060531], [-8.481451, -0.545971, 3.803340], [3.780516, 1.691008, -4.419718], [4.491383, 2.293301, -5.154856], [5.382630, 2.390139, -1.970915], [2.171511, -0.184126, -1.177319], [2.509780, 1.791832, -6.363980], [-0.455902, -1.106561, 3.237418], [5.348537, 0.367621, -4.472075], [2.442750, 1.300706, -5.285895], [-1.935222, -2.199117, 5.191841], [-8.126069, 0.489489, 3.796114], [6.932385, -0.328411, -1.304052], [-6.737378, 0.542315, 3.475348], [7.358640, -1.406347, -2.159094], [0.428389, -2.966921, 2.219763], [5.020796, 0.817794, -2.029635], [8.360244, 0.986571, -1.025200], [-0.465227, -2.303444, 2.996074], [4.484010, 0.438910, -3.855193], [0.902058, 0.224507, -0.550582], [3.236349, 1.520442, -0.099997], [-2.380124, -2.641826, 4.294844], [-0.679847, 2.416297, -0.813161], [3.990636, -0.231968, 0.205952], [1.448308, -2.140689, 1.661866], [2.046216, -1.677853, 2.453582], [2.106316, -1.114146, -2.140639], [-0.085163, 2.858474, 0.102719], [-1.370997, -3.202573, 3.457267], [1.012802, -1.378244, 1.007974], [3.460028, 2.390208, -3.518118], [-1.786992, 2.093742, -0.521384], [-8.707850, 1.094901, 3.093567], [0.087269, 1.068869, -1.438705], [-5.057196, 0.258701, -0.004041], [-4.615758, -0.314599, 0.817564], [-0.774533, 3.280236, -1.599946], [-4.830754, -1.382224, 0.705805], [3.550742, 0.491394, -0.603981], [1.525244, 1.821782, -4.755562], [-3.048647, -3.449433, 4.605377], [2.340381, 0.133669, -5.304781], [-0.148567, 0.834272, -2.740441], [-2.968687, -1.899439, 3.746182], [-6.428967, 0.053763, 2.247500]], "forces_ev_per_angstrom": [[1.080, 0.666, 1.202], [0.078, -0.327, -1.194], [-1.177, 0.001, 0.424], [0.333, -0.037, -0.195], [-0.234, 0.078, 0.295], [-0.322, -0.095, 0.177], [0.023, 0.203, -0.172], [-0.253, 0.003, -0.248], [-1.313, -1.017, 1.743], [0.012, -0.293, 0.223], [1.251, -4.853, -4.710], [-0.135, -1.296, 2.074], [-0.128, -1.718, -0.258], [-1.367, -0.192, 1.210], [-0.017, 0.886, 0.353], [-0.073, 0.084, -0.247], [-0.445, -0.007, 0.120], [-0.049, -0.266, 0.715], [0.354, -0.313, -0.818], [-0.296, 0.050, 0.680], [-1.087, 0.295, 0.909], [-0.744, 0.713, -0.663], [0.865, 0.398, -0.014], [0.395, 0.471, -0.220], [0.812, 1.712, -1.660], [-0.458, 2.583, -2.813], [0.674, -2.299, -0.830], [-0.303, 0.160, 0.229], [0.310, -0.512, 0.560], [-1.021, 1.275, -1.359], [0.520, 0.441, -0.378], [-0.215, 0.034, -0.115], [0.345, 5.941, 6.444], [-1.359, -1.170, -1.688], [0.587, 0.448, -0.320], [0.094, -0.146, 0.344], [0.669, -1.180, -1.939], [2.528, 0.636, -0.434], [0.088, -0.253, 0.027], [-1.753, -0.346, -5.907], [-0.050, -0.221, 0.154], [0.279, -0.187, -0.539], [0.397, -2.139, 1.187], [-0.105, 0.242, -0.050], [-2.772, -0.284, 0.952], [1.600, -1.411, -1.132], [0.300, -0.038, -0.223], [0.049, 2.377, -0.058], [1.937, 1.083, 8.435], [0.204, 0.014, 0.163], [-0.108, -0.195, -0.436]], "mulliken_charge": [-0.5416, 0.0104, -0.2747, 0.2200, 0.1765, 0.2947, 0.2865, -0.1507, 0.2462, -0.2002, 0.5568, 0.2857, -0.5568, 0.2249, -0.7479, 0.2811, -0.6230, 0.0565, -0.3109, 0.0509, -0.3394, 0.1027, -0.5170, 0.7551, -0.4336, -0.3178, 0.2417, -0.4752, -0.7519, 0.2031, -0.2703, 0.3111, -0.5404, 0.2574, -0.3284, 0.0143, 0.1131, 0.1670, 0.2874, 0.4772, 0.3482, -0.6207, 0.3057, 0.2971, -0.5038, 0.0622, 0.2178, 0.2461, -0.5025, 0.1595, 0.7498], "gap_ev": 6.33, "total_charge": -1, "homo_ev": -4.424, "multiplicity": 1}



Entry 2:
{"formula": "C12H26N2O4", "method": "wB97M-V/def2-TZVPD", "elements": ["H", "C", "H", "H", "H", "H", "C", "N", "C", "H", "O", "H", "O", "H", "H", "H", "C", "H", "C", "H", "H", "H", "C", "H", "C", "H", "H", "O", "C", "C", "N", "H", "H", "H", "H", "H", "C", "H", "H", "C", "H", "O", "C", "H"], "positions_angstrom": [[-1.255458, -0.801707, 0.103575], [-3.169431, -1.415719, 0.158417], [-3.197015, -2.145972, -0.669411], [-3.550898, 0.691937, 0.413641], [-1.750460, -3.087656, 1.832318], [1.704468, 2.128912, 2.373722], [1.289556, -2.084611, -0.698137], [-1.851692, -1.313532, 0.752560], [-1.224263, -2.592492, 1.010161], [-3.148262, 2.303995, -1.175125], [-2.710835, 0.295976, -1.443446], [-0.281777, 1.242923, -1.051350], [0.934827, -1.514958, 0.543992], [-3.878051, -1.740874, 0.926840], [0.749946, -3.330664, 1.521685], [-2.183728, 1.842940, -2.600521], [-3.587218, -0.052368, -0.386611], [1.914254, -1.364984, -2.618449], [1.048673, 1.700778, 1.597835], [0.699472, 0.716991, 1.946802], [-0.527988, 2.908066, 2.383987], [3.311392, 1.265309, -1.474028], [0.235353, -2.364117, 1.422240], [0.402024, -2.466851, -1.220392], [2.975277, 0.821568, 0.599740], [-1.492468, 1.171718, 1.024974], [-1.269935, -3.265476, 0.133336], [3.297958, -0.792360, -1.243346], [-1.044039, 1.988463, -0.783351], [3.610262, 0.490226, -0.754668], [-1.265290, 2.089031, 0.648386], [0.256280, -1.847242, 2.385136], [-0.693124, 2.964664, -1.130388], [1.993792, -2.915409, -0.546142], [-4.616581, -0.107537, -0.771283], [1.369340, -0.088547, -1.494476], [-2.341027, 1.655873, -1.533429], [2.767948, -0.112987, 1.136516], [0.186250, 3.542572, 0.886514], [1.942813, -1.015203, -1.578558], [4.698418, 0.486618, -0.662700], [1.779225, 1.543566, 0.401448], [-0.152574, 2.635216, 1.392380], [3.670534, 1.427011, 1.203439]], "forces_ev_per_angstrom": [[-0.048, -0.099, 0.040], [-0.113, 0.283, -0.152], [-0.032, 0.039, 0.089], [-0.021, -0.002, -0.022], [0.097, -0.087, -0.041], [-0.051, -0.046, -0.024], [0.191, 0.209, -0.338], [0.239, 0.229, -0.192], [0.329, 0.058, -0.025], [0.022, -0.002, -0.026], [0.145, -0.312, 0.140], [-0.036, 0.105, -0.066], [0.032, 0.237, -0.128], [-0.066, 0.016, -0.116], [-0.022, 0.078, 0.022], [-0.034, 0.057, 0.087], [-0.240, -0.339, 0.124], [-0.056, 0.041, 0.105], [-0.199, 0.272, 0.145], [0.026, 0.063, 0.021], [0.149, 0.075, -0.017], [0.084, -0.017, 0.049], [-0.302, -0.236, 0.233], [0.030, 0.018, 0.016], [0.326, -0.099, -0.107], [-0.023, 0.076, 0.031], [-0.047, 0.059, 0.119], [-0.043, -0.295, 0.053], [-0.485, -0.188, -0.261], [-0.053, 0.207, 0.367], [-0.186, -0.245, -0.037], [-0.015, -0.112, -0.020], [0.024, -0.040, -0.055], [-0.071, 0.039, -0.048], [0.113, 0.034, 0.097], [-0.043, -0.056, -0.060], [0.432, 0.354, -0.107], [0.086, 0.085, -0.034], [0.012, 0.052, 0.103], [-0.219, -0.344, 0.077], [-0.085, 0.107, 0.004], [-0.178, 0.080, -0.189], [0.384, -0.314, 0.203], [-0.054, -0.040, -0.063]], "mulliken_charge": [-0.1409, -0.7501, 0.3665, 0.4008, 0.4519, 0.4591, -0.6090, -0.0189, -0.7514, 0.3994, -0.3775, -0.5166, 0.0510, 0.3902, 0.4091, 0.4252, -0.5887, 0.4141, -0.0952, 0.0101, 0.4078, 0.3082, -0.7587, 0.3350, -0.4613, 0.2673, 0.3642, -0.4632, 0.4774, -0.6859, -0.2921, 0.3052, 0.6280, 0.4022, 0.4052, -0.0818, -0.9866, 0.3035, 0.4466, -0.2840, 0.3785, -0.2153, -1.1863, 0.4568], "gap_ev": 9.55, "total_charge": 0, "homo_ev": -8.556, "smiles": "C1COCCNCCOCCOCCOCCN1", "relative_energy_kj_mol": 289.02, "multiplicity": 1}



Entry 3:
{"formula": "C12H26N6O6SV", "method": "wB97M-V/def2-TZVPD", "elements": ["H", "N", "O", "N", "C", "H", "O", "C", "H", "H", "N", "H", "C", "H", "H", "C", "H", "H", "C", "O", "H", "H", "H", "H", "C", "C", "H", "O", "H", "H", "H", "O", "H", "H", "H", "H", "C", "N", "H", "H", "C", "N", "H", "C", "C", "S", "N", "O", "V", "C", "H", "H"], "positions_angstrom": [[-2.078319, -4.419190, -0.744096], [0.745009, -1.311488, 0.049303], [3.563407, 1.805957, -3.662121], [-1.511660, -1.510334, -1.064391], [1.222624, -3.843875, 0.096707], [0.714911, 0.902415, -2.961951], [-2.780430, -1.469228, -1.271612], [-2.835924, 3.275024, 1.006946], [1.620435, 0.001096, -1.613057], [0.607782, -4.777786, 0.026096], [-1.996385, 1.276608, -0.273437], [1.175559, -2.280820, 5.245166], [-0.492009, 2.219122, 1.247937], [0.952818, 3.067065, 2.660623], [0.156684, -2.827322, 2.869937], [1.127653, -1.600408, 4.388661], [-0.217359, 4.205877, 1.902642], [2.096856, -1.606327, 3.877939], [-1.434991, -3.932028, -1.506591], [1.626042, -1.356402, 1.035606], [-0.739913, 3.199954, 3.239332], [1.460741, 0.560133, 4.568677], [-3.725290, 3.035991, 0.385143], [-2.432931, 4.288505, 0.745364], [0.698435, -0.185578, 4.800609], [0.999042, 0.822862, -1.932485], [-3.101486, 3.213948, 2.092280], [-3.256524, 0.983664, -0.597920], [0.464002, -0.141627, 5.864948], [-0.636984, -4.639125, -1.798845], [1.060502, 1.812734, -1.420143], [-1.595993, 0.233134, -2.885429], [-3.213053, -0.028775, -0.783252], [4.188940, 1.127852, -3.310025], [-1.405263, 1.187281, -3.236740], [1.517314, -0.158359, 1.417835], [-0.780169, -1.001154, 3.164897], [0.070896, -1.991854, 3.481397], [3.784825, 2.622912, -3.167579], [1.642896, -3.820223, 1.120814], [0.425155, -2.595162, -0.269576], [0.317101, 1.229687, 0.796432], [-2.048426, -3.660353, -2.394231], [-1.787287, 2.238573, 0.645791], [-0.093070, 3.191272, 2.335001], [-1.878575, -0.994603, 1.882715], [-0.478550, 0.019250, 4.004675], [1.303708, 0.967326, 1.640731], [-0.276354, 0.276133, -0.837234], [-0.812961, -2.673432, -0.957935], [-0.989207, 0.931730, 3.940183], [2.050582, -3.903911, -0.634179]], "forces_ev_per_angstrom": [[0.244, 0.292, -0.450], [1.038, -3.297, 1.613], [1.047, -0.052, 0.740], [-1.071, 1.167, 1.149], [-0.306, 0.051, 0.086], [0.369, -0.191, -0.483], [2.523, -1.345, 0.122], [0.005, -0.487, -0.208], [1.279, 0.232, -0.226], [0.433, 1.008, -0.120], [0.921, 1.503, 2.887], [0.060, 0.118, -0.109], [1.423, -1.201, -0.624], [-0.546, -0.087, -0.318], [-0.210, 1.288, 0.755], [0.285, -0.260, 0.099], [0.175, -0.398, 0.278], [-0.095, 0.022, 0.074], [0.183, -0.057, -0.071], [-0.109, 1.350, -0.752], [0.220, -0.296, -0.559], [0.016, -0.024, 0.023], [0.484, 0.414, 0.579], [-0.483, -0.796, 0.373], [0.236, 0.083, 0.348], [2.318, 2.618, -2.230], [0.195, 0.201, -0.882], [-0.489, -0.527, -0.072], [0.053, 0.068, 0.038], [-0.517, 0.283, 0.059], [1.009, -0.485, -0.399], [1.781, 2.769, 0.604], [0.022, 1.260, -0.642], [-0.784, 0.857, -0.392], [-0.576, -2.627, 0.754], [0.461, 1.117, 0.270], [0.114, 0.512, -0.377], [0.009, -1.894, -0.991], [-0.195, -0.773, -0.413], [-0.166, 0.267, -0.669], [-1.659, 0.406, -1.174], [-2.253, 2.428, 2.038], [0.357, -0.284, 0.689], [-1.229, -0.584, -2.126], [-0.092, 0.430, -0.047], [0.162, -0.211, 1.328], [-1.849, 1.722, -0.592], [1.511, -1.318, -0.150], [-6.259, -2.649, 0.505], [-0.763, -0.859, -0.788], [0.913, -1.611, -0.009], [-0.193, -0.152, 0.461]], "mulliken_spin": [0.0147, 0.2792, 0.0009, 0.0246, 0.0213, -0.0007, 0.3772, 0.0087, -0.0133, 0.0003, 0.1330, 0.0003, 0.1421, 0.0006, -0.0018, -0.0019, 0.0080, 0.0002, 0.0059, 0.2556, 0.0080, -0.0006, 0.0002, -0.0020, 0.0029, 0.0418, -0.0037, 0.0433, 0.0001, 0.0029, -0.0060, 0.0054, 0.0035, -0.0002, 0.0008, 0.0062, 0.0056, 0.0085, -0.0003, -0.0010, -0.0628, -0.1461, 0.0076, -0.0117, -0.0023, 0.0112, 0.0074, -0.0263, 1.7338, 0.1301, -0.0020, -0.0091], "gap_ev": [5.63, 5.91], "total_charge": 0, "homo_ev": [-6.553, -7.692], "multiplicity": 4}



Number 1: F_max 8.8 eV Å⁻¹. Number 2: F_max 0.6 eV Å⁻¹. Number 3: F_max 6.8 eV Å⁻¹.